Here is one molecule with the formula C2H4O2S from OMol25. Energies are from wB97M-V/def2-TZVPD.

## Properties
- Molar mass: 92.12 g/mol
- E_tot: -627.0921 hartree
- LUMO level (alpha / beta): 0.0258 / -0.0347 Eh
- HOMO-LUMO gap (alpha / beta): 7.6 / 8.7 eV
- ΔE to the lowest compared entry with this formula, charge and spin: 58.1 kcal per mole
- Spin multiplicity: 3
- Maximum force: 6.0 eV/A
- Total charge: 0

Last column: Löwdin spin population.
Geometry (Å):
C 0.382 0.427 -0.419  0.681
C -0.703 -0.991 1.064  0.016
O 1.546 2.143 -2.345  0.396
O -0.685 -0.312 -0.213  0.257
S 0.316 1.449 -2.304  0.581
H 1.125 0.569 0.293  0.059
H -1.635 -1.600 1.063  -0.001
H -0.581 -0.104 1.754  0.007
H 0.235 -1.581 1.108  0.006